Below is a cluster of 11 separate species, C50H88N2O20S8 in total in a non-equilibrium geometry, with properties calculated with ωB97M-V/def2-TZVPD.

CARTESIAN COORDINATES (ANGSTROEM)
O1 -4.978 -3.590 7.350
N1 -3.824 -3.343 7.420
O2 -3.224 -3.153 8.493
C1 -3.001 -3.269 6.190
C2 -3.597 -3.346 4.906
C3 -2.835 -2.945 3.804
C4 -1.438 -2.756 3.894
C5 -0.841 -2.844 5.158
C6 -1.633 -3.077 6.217
H1 -4.623 -3.587 4.672
H2 -3.352 -3.044 2.861
H3 -0.859 -2.631 2.990
H4 0.216 -2.680 5.306
H5 -1.142 -3.006 7.176
O3 -4.239 1.696 7.974
N2 -5.165 0.931 7.573
O4 -6.172 0.690 8.245
C7 -5.209 0.487 6.155
C8 -6.184 -0.335 5.687
C9 -6.216 -0.893 4.391
C10 -5.219 -0.558 3.483
C11 -4.220 0.317 3.908
C12 -4.172 0.808 5.255
H6 -6.894 -0.846 6.320
H7 -6.936 -1.604 4.016
H8 -4.992 -0.860 2.471
H9 -3.331 0.536 3.336
H10 -3.350 1.407 5.618
O5 -3.785 7.085 2.678
S1 -3.929 5.657 2.819
O6 -4.681 4.852 1.863
C13 -2.267 4.901 3.018
C14 -1.893 4.903 4.493
C15 -3.121 5.015 5.395
C16 -4.399 5.195 4.515
H11 -1.585 5.462 2.380
H12 -2.360 3.877 2.654
H13 -1.424 3.952 4.746
H14 -1.113 5.637 4.698
H15 -2.856 5.692 6.208
H16 -3.362 4.143 6.003
H17 -5.238 5.811 4.839
H18 -4.830 4.194 4.533
O7 5.126 0.354 -4.578
S2 5.897 0.641 -3.343
O8 6.744 -0.256 -2.578
C17 6.824 2.090 -3.693
C18 6.333 3.237 -2.825
C19 4.887 2.927 -2.327
C20 4.926 1.448 -2.017
H19 6.746 2.262 -4.767
H20 7.887 1.870 -3.586
H21 6.973 3.211 -1.943
H22 6.442 4.224 -3.272
H23 4.116 3.248 -3.027
H24 4.523 3.446 -1.441
H25 3.949 0.988 -1.869
H26 5.598 1.234 -1.186
O9 -2.227 -0.575 1.046
S3 -1.400 -0.180 -0.070
O10 -1.973 0.003 -1.364
C21 -0.838 1.520 0.312
C22 0.395 1.305 1.299
C23 1.379 0.480 0.390
C24 0.370 -0.773 0.072
H27 -1.741 1.987 0.706
H28 -0.491 1.953 -0.626
H29 0.788 2.283 1.574
H30 0.154 0.830 2.250
H31 2.240 0.120 0.954
H32 1.668 1.170 -0.403
H33 0.508 -1.580 0.791
H34 0.602 -1.228 -0.891
O11 3.861 8.027 -0.102
S4 4.282 6.634 -0.113
O12 5.328 6.152 -0.994
C25 4.702 6.120 1.545
C26 3.350 5.560 2.124
C27 2.154 5.726 1.166
C28 2.775 5.656 -0.246
H35 5.226 6.925 2.061
H36 5.358 5.283 1.306
H37 3.385 4.548 2.528
H38 3.279 6.218 2.990
H39 1.739 6.726 1.291
H40 1.446 4.907 1.293
H41 2.172 6.024 -1.076
H42 3.154 4.639 -0.349
O13 0.592 -4.033 -0.040
S5 0.216 -5.179 0.786
O14 -1.131 -5.278 1.364
C29 0.700 -6.803 -0.034
C30 1.585 -7.634 0.954
C31 2.458 -6.537 1.584
C32 1.503 -5.466 2.190
H43 1.207 -6.337 -0.878
H44 -0.156 -7.441 -0.252
H45 0.937 -8.022 1.740
H46 2.154 -8.425 0.465
H47 3.167 -6.052 0.914
H48 3.190 -6.654 2.384
H49 1.964 -4.567 2.601
H50 0.991 -6.018 2.978
O15 1.180 1.051 -3.128
S6 0.214 1.673 -4.053
O16 -0.563 2.845 -3.697
C33 1.284 2.161 -5.492
C34 1.213 0.891 -6.444
C35 -0.228 0.369 -6.408
C36 -0.734 0.428 -5.032
H51 2.279 2.557 -5.292
H52 0.682 2.973 -5.899
H53 1.409 1.156 -7.483
H54 1.883 0.101 -6.104
H55 -0.319 -0.631 -6.834
H56 -0.771 1.069 -7.044
H57 -0.938 -0.547 -4.591
H58 -1.731 0.862 -5.105
O17 -6.799 3.016 -1.471
S7 -5.388 2.585 -1.323
O18 -4.972 1.727 -0.171
C37 -4.973 1.696 -2.922
C38 -3.967 2.596 -3.639
C39 -4.013 4.034 -3.158
C40 -4.243 4.065 -1.546
H59 -5.808 1.477 -3.587
H60 -4.496 0.769 -2.605
H61 -2.929 2.275 -3.549
H62 -4.249 2.357 -4.665
H63 -4.811 4.607 -3.632
H64 -3.166 4.649 -3.461
H65 -4.775 4.950 -1.196
H66 -3.445 3.604 -0.964
O19 -3.550 -4.110 -6.337
S8 -2.730 -3.676 -5.229
O20 -1.324 -3.071 -5.473
C41 -3.620 -2.587 -4.250
C42 -3.278 -2.780 -2.707
C43 -3.011 -4.351 -2.709
C44 -2.592 -4.934 -4.007
H67 -4.594 -2.999 -4.512
H68 -3.522 -1.573 -4.638
H69 -2.374 -2.231 -2.443
H70 -4.125 -2.418 -2.124
H71 -3.896 -4.860 -2.325
H72 -2.325 -4.451 -1.867
H73 -3.251 -5.745 -4.318
H74 -1.525 -5.146 -4.083
C45 2.768 -2.774 -2.950
C46 3.903 -2.845 -1.936
C47 4.253 -4.053 -1.067
C48 5.545 -4.118 -0.416
C49 6.821 -4.150 -1.350
C50 8.098 -4.481 -0.547
H75 2.785 -3.639 -3.612
H76 2.830 -1.811 -3.457
H77 1.759 -2.893 -2.555
H78 4.724 -2.696 -2.638
H79 3.899 -1.981 -1.271
H80 4.064 -4.995 -1.582
H81 3.536 -4.073 -0.246
H82 5.644 -3.185 0.138
H83 5.636 -4.919 0.318
H84 6.654 -4.818 -2.196
H85 6.882 -3.101 -1.637
H86 8.406 -5.514 -0.714
H87 8.907 -3.788 -0.780
H88 8.053 -4.416 0.540

Results
* relative energy (zero: lowest compared OMol25 entry of this formula, charge and spin): 107.09 kcal per mole
* net charge: 0

---

Below is a cluster of 12 separate species, C50H90N2O22 in total in a non-equilibrium geometry, with properties calculated with ωB97M-V/def2-TZVPD.

CARTESIAN COORDINATES (ANGSTROEM)
C1 2.265 -6.887 -1.796
C2 1.211 -6.612 -0.802
O1 -0.022 -6.227 -1.410
C3 -0.191 -4.940 -1.664
O2 0.686 -4.055 -1.413
O3 -1.414 -4.702 -2.094
C4 -1.554 -3.317 -2.478
H1 3.316 -7.123 -1.445
H2 2.369 -6.017 -2.359
H3 1.881 -7.686 -2.497
H4 1.457 -5.939 0.010
H5 1.050 -7.505 -0.220
H6 -2.655 -3.221 -2.762
H7 -0.842 -3.105 -3.278
H8 -1.381 -2.602 -1.657
C5 1.437 -0.003 -1.269
C6 1.005 -1.020 -0.235
O4 0.522 -0.324 0.898
C7 -0.838 -0.298 0.952
O5 -1.624 -0.748 0.174
O6 -1.119 0.310 2.111
C8 -2.526 0.420 2.340
H9 0.571 0.612 -1.534
H10 1.872 -0.493 -2.143
H11 2.226 0.644 -0.872
H12 1.897 -1.526 0.107
H13 0.381 -1.810 -0.662
H14 -2.978 1.049 1.542
H15 -2.632 0.902 3.277
H16 -3.042 -0.514 2.352
C9 3.869 -3.917 -0.195
C10 3.102 -3.819 1.185
O7 3.376 -4.983 2.024
C11 4.400 -4.848 2.859
C12 4.816 -6.164 3.524
O8 4.996 -3.808 3.114
H17 4.841 -3.475 -0.104
H18 3.294 -3.258 -0.848
H19 4.028 -4.923 -0.560
H20 3.411 -2.827 1.560
H21 2.076 -3.906 0.930
H22 4.011 -6.491 4.175
H23 5.674 -6.004 4.158
H24 5.040 -6.880 2.758
C13 -5.797 -0.962 -4.760
C14 -6.329 0.095 -3.839
O9 -5.727 -0.233 -2.523
C15 -6.131 0.584 -1.480
C16 -5.527 0.245 -0.174
O10 -6.723 1.606 -1.727
H25 -6.044 -0.750 -5.804
H26 -6.270 -1.889 -4.507
H27 -4.741 -1.091 -4.694
H28 -6.168 1.192 -3.952
H29 -7.440 0.076 -3.719
H30 -5.348 1.212 0.314
H31 -4.517 -0.242 -0.200
H32 -6.243 -0.328 0.453
C17 6.024 -3.132 -3.140
C18 6.604 -2.340 -1.987
O11 7.082 -3.204 -0.999
C19 7.619 -2.577 0.065
C20 7.864 -3.661 1.175
O12 7.824 -1.411 0.148
H33 5.121 -3.623 -2.881
H34 6.696 -3.826 -3.695
H35 5.735 -2.463 -3.948
H36 7.406 -1.775 -2.532
H37 5.825 -1.678 -1.563
H38 8.641 -3.379 1.870
H39 8.165 -4.595 0.672
H40 7.002 -3.944 1.741
C21 -6.331 1.622 3.803
C22 -5.447 1.918 5.011
O13 -5.130 3.282 4.976
C23 -3.839 3.666 5.245
C24 -3.693 5.114 4.968
O14 -2.935 2.899 5.408
H41 -6.631 0.595 3.802
H42 -5.822 1.913 2.870
H43 -7.164 2.304 3.940
H44 -5.912 1.590 5.964
H45 -4.551 1.364 4.982
H46 -4.692 5.576 4.826
H47 -3.197 5.141 3.978
H48 -3.143 5.684 5.717
C25 5.513 -0.091 3.484
C26 4.395 0.430 2.654
O15 4.863 0.925 1.372
C27 4.775 0.157 0.252
C28 5.420 0.806 -0.917
O16 4.255 -0.950 0.207
H49 6.230 0.690 3.571
H50 5.967 -0.975 3.036
H51 5.173 -0.412 4.440
H52 3.558 -0.250 2.475
H53 3.892 1.319 3.139
H54 6.513 0.800 -0.799
H55 5.264 1.897 -1.063
H56 5.210 0.298 -1.849
C29 -4.810 4.612 0.720
C30 -4.144 4.005 -0.581
O17 -2.831 4.511 -0.973
C31 -1.769 3.735 -0.815
C32 -0.543 4.673 -0.782
O18 -1.866 2.532 -0.720
H57 -4.230 4.412 1.587
H58 -5.795 4.155 0.874
H59 -4.983 5.739 0.570
H60 -4.164 2.910 -0.508
H61 -4.764 4.254 -1.420
H62 -0.571 5.362 0.031
H63 -0.589 5.185 -1.728
H64 0.357 4.120 -0.653
C33 0.396 2.096 -4.872
C34 -0.079 2.988 -3.667
O19 -0.367 4.342 -4.075
C35 0.657 5.092 -4.398
C36 0.212 6.521 -4.588
O20 1.788 4.687 -4.405
H65 -0.420 2.124 -5.593
H66 0.430 1.013 -4.535
H67 1.383 2.399 -5.247
H68 -0.934 2.539 -3.233
H69 0.712 3.014 -2.935
H70 0.599 7.009 -5.451
H71 0.617 7.042 -3.698
H72 -0.818 6.606 -4.608
C37 0.907 3.198 2.931
C38 -0.280 3.456 3.784
O21 -0.322 4.846 4.227
C39 -0.854 5.698 3.324
C40 -0.972 7.126 3.810
O22 -1.327 5.339 2.261
H73 0.791 2.155 2.654
H74 1.874 3.286 3.498
H75 0.937 3.863 2.058
H76 -1.107 3.106 3.167
H77 -0.303 2.803 4.670
H78 -0.292 7.751 3.216
H79 -0.739 7.231 4.896
H80 -1.915 7.467 3.487
C41 -1.083 -4.225 1.777
C42 -0.523 -3.222 2.514
C43 0.152 -3.654 3.678
N1 0.143 -4.947 4.064
C44 -0.501 -5.848 3.353
C45 -1.147 -5.512 2.233
H81 -1.509 -3.923 0.843
H82 -0.489 -2.181 2.156
H83 0.763 -2.955 4.261
H84 -0.436 -6.883 3.730
H85 -1.613 -6.188 1.612
C46 -3.474 1.454 -5.119
C47 -2.757 0.651 -6.011
C48 -1.864 -0.266 -5.536
N2 -1.536 -0.346 -4.252
C49 -2.244 0.383 -3.363
C50 -3.215 1.304 -3.720
H86 -4.237 2.197 -5.478
H87 -2.877 0.648 -7.111
H88 -1.276 -0.954 -6.196
H89 -1.903 0.326 -2.276
H90 -3.648 1.960 -2.995

Results
* relative energy (zero: lowest compared OMol25 entry of this formula, charge and spin): 0.00 kcal per mole
* net charge: 0

---

Below is a cluster of 6 separate species, C50H93NO18 in total in a non-equilibrium geometry, with properties calculated with ωB97M-V/def2-TZVPD.

CARTESIAN COORDINATES (ANGSTROEM)
C1 -3.408 -4.671 2.026
C2 -3.525 -4.960 0.479
C3 -4.274 -3.740 -0.194
C4 -3.968 -3.689 -1.769
C5 -5.325 -3.341 -2.495
C6 -5.198 -2.363 -3.730
C7 -4.291 -1.085 -3.488
C8 -3.209 -1.014 -4.639
C9 -1.958 -1.957 -4.425
C10 -1.979 -3.264 -5.342
C11 -0.954 -4.297 -4.723
C12 -0.508 -5.410 -5.758
C13 0.849 -5.067 -6.495
C14 2.111 -5.226 -5.570
O1 2.450 -4.068 -4.801
C15 2.746 -2.926 -5.591
C16 3.896 -3.151 -6.660
C17 5.127 -3.944 -6.080
O2 5.515 -5.091 -6.848
C18 3.269 -1.768 -4.634
O3 2.496 -1.747 -3.432
C19 3.124 -0.904 -2.427
C20 3.795 -1.812 -1.311
C21 3.772 -1.178 0.129
C22 2.555 -1.607 1.008
C23 1.744 -2.804 0.814
C24 0.607 -3.047 1.695
C25 0.250 -2.138 2.783
C26 1.074 -0.953 3.026
C27 2.197 -0.725 2.127
N1 2.140 0.057 -1.881
C28 2.349 1.272 -2.254
C29 1.812 1.669 -3.726
C30 3.054 2.384 -1.375
H1 -2.968 -5.568 2.547
H2 -4.425 -4.452 2.445
H3 -2.718 -3.811 2.214
H4 -4.076 -5.908 0.259
H5 -2.499 -5.018 0.027
H6 -5.381 -3.897 -0.030
H7 -4.019 -2.774 0.320
H8 -3.155 -2.937 -1.914
H9 -3.540 -4.687 -2.062
H10 -6.127 -2.963 -1.804
H11 -5.725 -4.316 -2.906
H12 -4.912 -2.898 -4.679
H13 -6.242 -1.974 -3.932
H14 -4.928 -0.157 -3.591
H15 -3.853 -1.033 -2.456
H16 -2.862 0.043 -4.806
H17 -3.703 -1.339 -5.602
H18 -1.056 -1.378 -4.779
H19 -1.769 -2.249 -3.363
H20 -1.570 -2.990 -6.358
H21 -3.006 -3.683 -5.482
H22 -1.445 -4.839 -3.863
H23 -0.043 -3.735 -4.382
H24 -0.479 -6.433 -5.288
H25 -1.311 -5.462 -6.550
H26 0.951 -5.842 -7.313
H27 0.760 -4.082 -7.017
H28 1.849 -6.027 -4.817
H29 2.977 -5.660 -6.151
H30 1.831 -2.484 -6.088
H31 4.168 -2.167 -7.131
H32 3.434 -3.800 -7.465
H33 6.023 -3.257 -6.046
H34 4.942 -4.292 -5.026
H35 4.984 -5.182 -7.654
H36 4.365 -1.904 -4.396
H37 3.110 -0.793 -5.190
H38 3.966 -0.335 -2.921
H39 4.874 -1.981 -1.577
H40 3.262 -2.799 -1.361
H41 4.732 -1.444 0.641
H42 3.737 -0.055 0.066
H43 1.979 -3.528 0.006
H44 -0.025 -3.950 1.510
H45 -0.640 -2.321 3.435
H46 0.885 -0.225 3.849
H47 2.820 0.185 2.320
H48 1.310 2.671 -3.668
H49 1.054 0.931 -4.084
H50 2.651 1.755 -4.470
H51 3.559 3.106 -2.106
H52 3.857 1.972 -0.713
H53 2.342 3.010 -0.770
C31 7.064 8.073 -4.226
C32 6.954 6.629 -4.672
O4 5.938 5.934 -3.935
C33 4.680 6.190 -4.306
O5 4.337 6.931 -5.191
O6 3.860 5.497 -3.504
C34 2.477 5.751 -3.725
H54 7.213 8.130 -3.146
H55 7.898 8.568 -4.727
H56 6.152 8.628 -4.452
H57 7.892 6.113 -4.466
H58 6.770 6.551 -5.745
H59 2.209 5.604 -4.771
H60 2.224 6.764 -3.410
H61 1.913 5.041 -3.122
C35 -10.475 -4.651 2.889
C36 -9.123 -3.981 3.041
O7 -8.605 -3.564 1.771
C37 -9.148 -2.451 1.265
O8 -10.009 -1.783 1.779
O9 -8.585 -2.220 0.072
C38 -9.144 -1.109 -0.627
H62 -10.418 -5.468 2.167
H63 -10.819 -5.046 3.846
H64 -11.224 -3.949 2.519
H65 -8.407 -4.697 3.446
H66 -9.166 -3.138 3.734
H67 -9.138 -0.209 -0.012
H68 -10.158 -1.346 -0.951
H69 -8.529 -0.930 -1.509
C39 -1.405 2.467 5.242
C40 0.073 2.567 5.564
O10 0.317 3.554 6.577
C41 0.025 3.182 7.826
O11 -0.410 2.107 8.164
O12 0.272 4.215 8.637
C42 -0.089 3.984 10.000
H70 -1.807 3.448 4.982
H71 -1.572 1.782 4.410
H72 -1.974 2.108 6.102
H73 0.614 2.893 4.676
H74 0.487 1.601 5.862
H75 0.368 3.072 10.383
H76 -1.175 3.939 10.094
H77 0.277 4.826 10.586
C43 6.735 3.131 10.944
C44 5.769 2.457 11.900
O13 4.425 2.516 11.405
C45 4.133 1.649 10.428
O14 4.885 0.838 9.950
O15 2.863 1.853 10.058
C46 2.442 1.055 8.949
H78 6.410 4.150 10.726
H79 7.739 3.162 11.371
H80 6.784 2.600 9.993
H81 5.771 2.989 12.852
H82 6.058 1.425 12.104
H83 2.629 -0.004 9.128
H84 2.950 1.385 8.041
H85 1.372 1.199 8.819
C47 -0.006 7.280 1.862
C48 -1.488 6.980 1.756
O16 -1.807 6.382 0.492
C49 -1.492 5.088 0.371
O17 -0.983 4.399 1.218
O18 -1.819 4.694 -0.866
C50 -1.445 3.349 -1.162
H86 0.324 7.884 1.014
H87 0.213 7.817 2.787
H88 0.585 6.363 1.850
H89 -2.052 7.912 1.807
H90 -1.832 6.348 2.577
H91 -1.835 2.656 -0.417
H92 -0.359 3.268 -1.232
H93 -1.873 3.087 -2.129

Results
* net charge: 0

---

What E_LUMO values result from the calculations? In sequence: -0.0225; 0.0219; 0.0081 hartree.
What electronic energy values result from the calculations? In sequence: -6757.264949; -3723.995700; -3369.854362 Ha.
What Kohn-Sham gap values result from the calculations? In sequence: 9.1; 10.1; 8.1 eV.